*i*
C4H13N4O | wB97M-V/def2-TZVPD

The lowest unoccupied orbital energy is -2.438 eV. As for the HOMO energy: -13.9 eV. The HOMO-LUMO gap comes out at 11.4 eV.

```
! wB97M-V def2-TZVPD RIJCOSX def2/J DEFGRID3
* xyz 1 1
C -2.32 -1.55 1.68
C -1.89 -0.32 -0.47
N -1.54 -0.85 0.68
N -2.94 -0.74 -1.18
N -1.15 0.66 -0.95
H -0.60 -0.65 1.00
H -3.30 -1.87 1.30
H -2.56 -0.94 2.55
H -3.50 -1.52 -0.86
H -3.43 -0.14 -1.82
H -0.19 0.79 -0.59
H -1.35 1.16 -1.80
H -1.88 -2.51 1.88
C 2.96 1.98 -0.39
C 2.48 0.63 -0.02
O 1.27 0.38 0.12
N 3.39 -0.34 0.10
H 4.01 2.02 -0.67
H 2.73 2.72 0.39
H 3.07 -1.28 0.27
H 4.36 -0.13 -0.07
H 2.40 2.50 -1.15
*
```

*ii*
C4H13N4O | wB97M-V/def2-TZVPD

The lowest unoccupied orbital energy is -2.440 eV. As for the HOMO energy: -13.9 eV. The HOMO-LUMO gap comes out at 11.4 eV.

```
! wB97M-V def2-TZVPD RIJCOSX def2/J DEFGRID3
* xyz 1 1
C -1.21 -0.03 -2.95
C -0.50 1.57 -1.19
N -0.59 0.35 -1.68
N -0.86 2.63 -1.92
N -0.06 1.71 0.05
H -0.17 -0.39 -1.13
H -1.23 -1.12 -2.99
H -0.57 0.18 -3.81
H -0.73 2.63 -2.92
H -0.99 3.52 -1.48
H 0.10 0.85 0.56
H -0.04 2.56 0.59
H -2.18 0.41 -2.99
C 1.65 -1.03 2.99
C 0.77 -1.57 1.92
O 0.41 -0.85 0.98
N 0.34 -2.83 2.00
H 2.60 -0.70 2.57
H 1.82 -1.68 3.85
H -0.24 -3.14 1.24
H 0.53 -3.49 2.72
H 1.13 -0.22 3.50
*
```

Ranked by calculated energy, most stable first: *ii*, *i*.

*i*
C2H9N2S | wB97M-V/def2-TZVPD

The lowest unoccupied orbital energy is 4.123 eV. As for the HOMO energy: -2.5 eV. The HOMO-LUMO gap comes out at 6.6 eV.

```
! wB97M-V def2-TZVPD RIJCOSX def2/J DEFGRID3
* xyz -1 1
C 0.02 -2.14 2.22
S -0.63 -0.36 2.12
H 1.11 -2.28 1.79
H -0.59 -2.93 1.72
H 0.05 -2.40 3.33
N 0.03 0.14 -2.11
C -0.02 1.58 -1.66
N -0.18 1.63 -0.24
H -0.91 -0.12 -1.73
H 0.76 -0.34 -1.75
H -0.88 2.15 -2.11
H 0.89 1.91 -2.25
H 0.10 0.80 0.34
H 0.24 2.35 0.34
*
```

*ii*
C2H9N2S | wB97M-V/def2-TZVPD

The lowest unoccupied orbital energy is 3.760 eV. As for the HOMO energy: -2.2 eV. The HOMO-LUMO gap comes out at 5.9 eV.

```
! wB97M-V def2-TZVPD RIJCOSX def2/J DEFGRID3
* xyz -1 1
C -3.03 1.26 0.53
S -1.71 2.55 0.73
H -2.76 0.40 1.23
H -3.98 1.53 0.98
H -3.16 0.97 -0.50
N 0.51 -0.85 -0.64
C 1.87 -1.35 -0.39
N 2.74 -0.26 -0.09
H 0.01 -0.59 0.15
H 0.34 -0.30 -1.40
H 1.82 -2.14 0.54
H 2.23 -1.78 -1.29
H 2.60 0.42 -0.74
H 2.52 0.14 0.89
*
```

Ranked by calculated energy, most stable first: *ii*, *i*.

*i*
C6H12O3 | wB97M-V/def2-TZVPD

The lowest unoccupied orbital energy is 0.743 eV. As for the HOMO energy: -8.1 eV. The HOMO-LUMO gap comes out at 8.8 eV.

```
! wB97M-V def2-TZVPD RIJCOSX def2/J DEFGRID3
* xyz 0 1
C -1.67 0.89 -1.02
C -1.00 0.23 0.16
C -1.69 -1.01 0.66
C 0.13 0.72 0.71
C 0.85 0.12 1.89
O 0.70 1.87 0.18
H -2.00 0.14 -1.74
H -1.00 1.57 -1.55
H -2.54 1.46 -0.68
H -0.98 -1.79 0.94
H -2.33 -0.77 1.52
H -2.33 -1.45 -0.11
H 0.73 -0.96 1.95
H 0.49 0.57 2.82
H 1.93 0.31 1.82
H 1.55 2.03 0.62
O 0.86 -1.54 -2.15
C 1.85 -1.19 -1.52
O 2.33 0.06 -1.58
H 2.45 -1.82 -0.85
H 1.66 0.55 -2.09
*
```

*ii*
C6H12O3 | wB97M-V/def2-TZVPD

The lowest unoccupied orbital energy is 0.806 eV. As for the HOMO energy: -8.7 eV. The HOMO-LUMO gap comes out at 9.5 eV.

```
! wB97M-V def2-TZVPD RIJCOSX def2/J DEFGRID3
* xyz 0 1
C -1.56 0.82 0.62
C 0.90 0.84 1.50
C -2.06 -0.54 0.75
O 0.15 0.84 0.30
H -1.57 1.43 1.52
H -1.84 1.36 -0.28
H 1.93 1.14 1.28
H 0.91 -0.16 1.95
H 0.47 1.55 2.21
H -1.07 -1.23 0.82
H -2.74 -0.70 1.58
H -2.48 -0.96 -0.17
C 2.09 -0.31 -1.09
C 0.65 -0.59 -0.71
C -0.26 -0.39 -1.93
O 0.37 -1.62 0.01
O -0.73 0.63 -2.34
H -0.45 -1.36 -2.44
H 2.20 0.74 -1.36
H 2.35 -0.91 -1.96
H 2.75 -0.57 -0.27
*
```

*iii*
C6H12O3 | wB97M-V/def2-TZVPD

The lowest unoccupied orbital energy is 0.316 eV. As for the HOMO energy: -9.6 eV. The HOMO-LUMO gap comes out at 9.9 eV.

```
! wB97M-V def2-TZVPD RIJCOSX def2/J DEFGRID3
* xyz 0 1
C 1.96 0.64 1.20
C 0.81 1.31 1.11
O 0.10 1.77 2.17
C 0.20 1.62 -0.22
C -1.11 2.33 -0.16
O 0.74 1.29 -1.25
H 2.42 0.40 2.14
H 2.45 0.32 0.30
H 0.56 1.54 2.99
H -1.82 1.73 0.41
H -1.49 2.52 -1.16
H -0.99 3.27 0.38
C 0.16 -1.94 -1.57
C -0.87 -1.78 -0.45
O -1.48 -3.00 -0.10
H 0.98 -2.57 -1.24
H -0.31 -2.38 -2.45
H 0.55 -0.96 -1.83
H -1.69 -1.13 -0.78
H -0.39 -1.33 0.43
H -0.79 -3.65 0.08
*
```

Ranked by calculated energy, most stable first: *i*, *iii*, *ii*.

*i*
CH4F2Si | wB97M-V/def2-TZVPD

The lowest unoccupied orbital energy is 0.849 eV. As for the HOMO energy: -11.2 eV. The HOMO-LUMO gap comes out at 12.1 eV.

```
! wB97M-V def2-TZVPD RIJCOSX def2/J DEFGRID3
* xyz 0 1
F -0.92 0.19 1.79
C -0.64 -0.42 0.62
Si 0.55 0.48 -0.55
F -0.32 1.35 -1.57
H -0.13 -1.44 0.82
H -1.52 -0.88 0.10
H 1.64 1.48 -0.27
H 1.34 -0.76 -0.93
*
```

*ii*
CH4F2Si | wB97M-V/def2-TZVPD

The lowest unoccupied orbital energy (spin up / spin down) is -0.342 / 0.056 eV. As for the HOMO energy (spin up / spin down): -8.7 / -7.8 eV. The HOMO-LUMO gap (spin up / spin down) comes out at 8.4 / 7.8 eV.

```
! wB97M-V def2-TZVPD RIJCOSX def2/J DEFGRID3
* xyz 0 1
C 1.57 -0.18 -0.40
F 1.90 -1.14 0.49
F -2.23 -1.16 -0.19
Si -1.53 0.30 0.27
H 2.04 0.88 -0.06
H 1.69 -0.46 -1.35
H -1.77 0.17 1.62
H -1.68 1.58 -0.38
*
```

Ranked by calculated energy, most stable first: *i*, *ii*.

*i*
C6H25N2O4 | wB97M-V/def2-TZVPD

The lowest unoccupied orbital energy is -2.701 eV. As for the HOMO energy: -11.8 eV. The HOMO-LUMO gap comes out at 9.1 eV.

```
! wB97M-V def2-TZVPD RIJCOSX def2/J DEFGRID3
* xyz 1 1
C 0.46 0.83 -2.32
N 0.02 1.57 -1.20
C -1.38 1.52 -1.10
C -1.87 1.92 0.25
C -3.22 1.19 0.52
C 1.82 0.09 -1.86
N 1.80 -0.30 -0.38
C 2.74 -1.42 -0.30
H -0.32 0.17 -2.72
H 0.74 1.50 -3.24
H 0.33 2.51 -0.97
H -1.74 2.15 -1.97
H -1.67 0.34 -1.44
H -1.75 2.94 0.61
H -1.13 1.48 1.17
H -3.14 0.22 0.81
H -3.72 1.59 1.31
H -3.75 0.84 -0.39
H 1.66 -0.92 -2.43
H 2.68 0.72 -2.08
H 2.18 0.54 0.19
H 0.83 -0.43 -0.01
H 2.32 -2.02 0.45
H 3.83 -1.11 -0.19
H 2.69 -2.36 -1.02
H -1.83 0.30 4.26
H -3.02 -0.48 3.67
O -2.07 -0.65 3.90
H 1.84 -0.09 2.52
H 3.19 0.90 2.47
O 2.37 0.51 1.91
H -0.15 -1.33 2.39
H -0.38 -1.96 0.91
O -0.15 -1.23 1.47
H 0.20 -3.93 -1.44
H -0.60 -2.68 -2.13
O 0.23 -2.95 -1.62
*
```

*ii*
C6H25N2O4 | wB97M-V/def2-TZVPD

The lowest unoccupied orbital energy is -2.475 eV. As for the HOMO energy: -12.0 eV. The HOMO-LUMO gap comes out at 9.5 eV.

```
! wB97M-V def2-TZVPD RIJCOSX def2/J DEFGRID3
* xyz 1 1
N 0.19 -0.35 -1.60
C 1.52 -0.66 -0.99
C 2.42 -1.53 -1.92
C 1.24 -1.55 0.23
N 0.14 -0.91 1.03
C -0.63 0.55 2.76
C 0.52 -0.41 2.39
C 0.62 -1.57 3.39
H -0.35 -1.23 -1.54
H -0.20 0.28 -0.88
H 0.22 0.02 -2.55
H 1.99 0.22 -0.52
H 2.71 -2.52 -1.61
H 1.66 -1.72 -2.69
H 3.27 -0.95 -2.24
H 2.04 -1.62 0.96
H 0.98 -2.58 0.04
H -0.68 -1.48 1.23
H -1.00 0.36 3.78
H -1.50 0.43 2.09
H -0.59 1.62 2.57
H 1.44 0.21 2.24
H 0.62 -1.05 4.34
H -0.34 -2.17 3.38
H 1.36 -2.28 3.03
H -0.73 2.45 -2.17
H -1.48 2.09 -3.50
O -0.86 1.77 -2.85
H -0.70 4.53 -2.26
H -0.67 5.11 -0.76
O -0.80 4.33 -1.32
H -1.26 3.19 0.63
H -2.52 2.46 0.16
O -1.56 2.40 0.15
H -2.96 -2.00 -1.34
H -2.01 -3.05 -2.17
O -2.09 -2.38 -1.49
*
```

Ranked by calculated energy, most stable first: *ii*, *i*.

*i*
C2H6NO | wB97M-V/def2-TZVPD

The lowest unoccupied orbital energy is 4.475 eV. As for the HOMO energy: -2.0 eV. The HOMO-LUMO gap comes out at 6.5 eV.

```
! wB97M-V def2-TZVPD RIJCOSX def2/J DEFGRID3
* xyz -1 1
C -1.20 0.22 -1.28
N -0.59 0.30 0.01
C 0.80 -0.25 0.16
O 1.18 -0.22 1.43
H -1.35 -0.81 -1.66
H -2.18 0.71 -1.31
H -0.63 0.69 -2.08
H -1.14 0.08 0.81
H 0.68 -1.30 -0.29
H 1.51 0.34 -0.47
*
```

*ii*
C2H6NO | wB97M-V/def2-TZVPD

The lowest unoccupied orbital energy (spin up / spin down) is 4.870 / 4.870 eV. As for the HOMO energy (spin up / spin down): -1.2 / -1.2 eV. The HOMO-LUMO gap (spin up / spin down) comes out at 6.1 / 6.1 eV.

```
! wB97M-V def2-TZVPD RIJCOSX def2/J DEFGRID3
* xyz -1 1
C 0.75 1.05 -0.61
C -0.35 -1.19 0.06
N 1.02 0.00 0.51
O 2.18 -0.65 0.41
H 0.67 0.50 -1.58
H -0.24 1.52 -0.43
H 1.50 1.72 -0.57
H 0.04 -1.77 -0.66
H -0.59 -1.90 0.89
H -1.23 -0.55 -0.10
*
```

Ranked by calculated energy, most stable first: *i*, *ii*.

*i*
C2H7O | wB97M-V/def2-TZVPD

The lowest unoccupied orbital energy is 4.220 eV. As for the HOMO energy: -2.1 eV. The HOMO-LUMO gap comes out at 6.3 eV.

```
! wB97M-V def2-TZVPD RIJCOSX def2/J DEFGRID3
* xyz -1 1
O -0.17 2.82 -1.04
H -0.21 2.73 -2.00
C -0.10 -1.43 0.23
C 0.18 0.05 0.56
H 0.76 -2.04 -0.14
H -0.82 -1.49 -0.60
H -0.60 -1.88 1.09
H 1.18 0.15 1.00
H 0.31 0.72 -0.41
H -0.52 0.37 1.31
*
```

*ii*
C2H7O | wB97M-V/def2-TZVPD

The lowest unoccupied orbital energy is 3.982 eV. As for the HOMO energy: -1.9 eV. The HOMO-LUMO gap comes out at 5.9 eV.

```
! wB97M-V def2-TZVPD RIJCOSX def2/J DEFGRID3
* xyz -1 1
O -3.19 -0.20 -0.90
H -2.96 -1.13 -0.83
C 1.27 -0.29 0.35
C 0.11 0.65 0.17
H 1.38 -1.18 -0.18
H 1.58 -0.47 1.35
H 2.28 0.09 0.07
H -0.50 0.08 -0.74
H -0.44 0.86 1.09
H 0.45 1.59 -0.38
*
```

Ranked by calculated energy, most stable first: *i*, *ii*.